(a)
{
  "formula": "H80O40",
  "method": "ωB97M-V/def2-TZVPD",
  "e_homo_ev": [-12.46, -12.46],
  "total_charge": 1,
  "multiplicity": 2,
  "lumo_energy_ev": [-3.3506, -10.7881],
  "species": ["H", "H", "O", "H", "H", "O", "H", "H", "O", "H", "H", "O", "H", "H", "O", "H", "O", "H", "O", "H", "H", "O", "H", "H", "O", "H", "H", "O", "H", "H", "O", "H", "O", "H", "H", "O", "H", "H", "O", "H", "H", "O", "H", "H", "O", "H", "H", "O", "H", "H", "O", "H", "O", "H", "H", "O", "H", "O", "H", "H", "O", "H", "H", "O", "H", "H", "O", "H", "H", "O", "H", "H", "O", "H", "H", "O", "H", "H", "O", "H", "H", "O", "H", "H", "O", "H", "H", "O", "H", "O", "H", "H", "O", "H", "H", "H", "H", "H", "H", "O", "H", "H", "O", "H", "H", "O", "H", "H", "O", "H", "H", "O", "H", "H", "O", "H", "H", "O", "H", "H"],
  "xyz": [[-0.800, 2.794, 1.106], [0.055, 1.789, 1.961], [0.065, 2.548, 1.332], [-0.752, 0.839, 5.393], [-0.487, 0.640, 6.901], [-1.058, 0.328, 6.126], [0.711, 1.138, -0.804], [1.333, 2.122, 0.208], [1.671, 1.604, -0.623], [-4.583, 0.748, -4.506], [-4.788, 1.129, -2.978], [-4.191, 1.241, -3.750], [1.654, 1.390, 5.422], [2.756, 2.167, 5.829], [2.238, 2.035, 5.084], [-4.166, 1.577, 0.192], [-3.539, 1.765, -0.511], [2.245, -2.026, 4.108], [2.990, -2.460, 4.142], [-2.201, -0.897, -1.775], [-1.433, -0.452, -0.602], [-2.181, -0.937, -0.713], [3.709, -4.514, -1.575], [2.325, -5.185, -1.168], [3.324, -5.337, -1.195], [5.524, -1.994, -1.585], [5.171, -0.633, -1.349], [5.013, -1.601, -0.990], [-1.929, -1.751, 1.023], [-2.446, -2.526, 2.033], [-2.453, -1.602, 1.697], [3.224, -0.682, -3.236], [3.384, -0.357, -2.317], [-0.411, -3.751, -1.097], [0.538, -3.657, -0.028], [-0.081, -4.174, -0.349], [0.541, 5.579, -1.210], [-0.261, 6.472, -2.419], [0.313, 6.477, -1.557], [-0.636, -1.942, -4.812], [0.221, -0.523, -4.725], [0.313, -1.458, -4.914], [-3.726, 2.619, 2.448], [-3.336, 4.092, 3.010], [-3.939, 3.714, 2.289], [-6.349, 1.898, 0.129], [-6.002, 1.486, 1.596], [-6.752, 1.407, 0.968], [-0.581, -2.376, -2.993], [-1.757, -3.435, -3.240], [-1.125, -3.009, -2.673], [6.176, 2.443, -1.393], [6.059, 2.165, -0.610], [-3.029, -0.789, -3.766], [-2.039, 0.488, -3.629], [-2.189, -0.336, -3.501], [-2.385, -4.491, -0.766], [-2.631, -4.447, -1.672], [-0.551, 2.998, -3.750], [-1.065, 2.400, -4.867], [-0.841, 2.124, -3.922], [0.866, -4.125, -4.876], [0.258, -4.918, -3.759], [0.348, -5.017, -4.767], [-3.788, -0.843, 1.728], [-4.965, -0.616, 0.686], [-4.421, -0.121, 1.333], [3.034, -2.050, 0.053], [2.449, -1.017, -0.851], [2.158, -1.856, -0.298], [-1.725, 0.689, 1.174], [-3.227, 1.023, 1.656], [-2.279, 1.299, 1.724], [0.717, -0.392, 3.473], [-0.529, -1.015, 2.853], [-0.123, -0.944, 3.755], [-2.855, 5.113, -1.295], [-2.078, 4.950, 0.020], [-2.053, 5.351, -0.860], [0.475, 3.080, -2.912], [1.513, 4.116, -2.390], [0.939, 3.875, -3.266], [0.464, 5.414, 0.579], [0.057, 5.137, 1.930], [-0.150, 4.898, 1.028], [2.323, 1.789, -4.326], [2.218, 2.926, -3.388], [2.758, 2.188, -3.512], [3.531, 0.662, 3.327], [2.902, -0.077, 3.207], [2.913, -4.924, 1.453], [2.331, -6.155, 2.372], [2.510, -5.075, 2.305], [5.664, 1.261, -0.715], [-3.751, 2.380, -1.108], [-2.336, -5.302, -1.874], [2.886, -3.069, 3.382], [3.142, 0.543, -2.212], [3.382, -0.614, 3.707], [-4.320, -2.527, 3.143], [-5.183, -3.093, 3.125], [-3.951, -2.783, 3.992], [2.186, 3.995, 0.702], [2.897, 3.890, 1.125], [1.439, 3.624, 1.024], [0.911, -2.574, 5.781], [1.525, -2.795, 5.112], [0.626, -1.615, 5.593], [5.344, 0.879, -4.031], [4.447, 0.690, -4.019], [5.483, 1.846, -3.592], [-0.076, -5.575, 4.208], [-0.490, -5.370, 3.433], [0.658, -4.904, 4.488], [4.244, 4.366, -1.454], [3.640, 4.221, -0.614], [4.175, 3.558, -1.911], [-5.227, -2.826, -1.025], [-4.484, -2.930, -0.343], [-4.573, -3.126, -1.696]]
}



(b)
{
  "formula": "H80O40",
  "method": "ωB97M-V/def2-TZVPD",
  "e_homo_ev": [-12.60, -12.60],
  "total_charge": 1,
  "multiplicity": 2,
  "lumo_energy_ev": [-3.7528, -10.3058],
  "species": ["H", "H", "O", "H", "H", "O", "H", "H", "O", "H", "H", "O", "H", "H", "O", "H", "O", "H", "O", "H", "H", "O", "H", "H", "O", "H", "H", "O", "H", "H", "O", "H", "O", "H", "H", "O", "H", "H", "O", "H", "H", "O", "H", "H", "O", "H", "H", "O", "H", "H", "O", "H", "O", "H", "H", "O", "H", "O", "H", "H", "O", "H", "H", "O", "H", "H", "O", "H", "H", "O", "H", "H", "O", "H", "H", "O", "H", "H", "O", "H", "H", "O", "H", "H", "O", "H", "H", "O", "H", "O", "H", "H", "O", "H", "H", "H", "H", "H", "H", "O", "H", "H", "O", "H", "H", "O", "H", "H", "O", "H", "H", "O", "H", "H", "O", "H", "H", "O", "H", "H"],
  "xyz": [[-0.872, 6.045, 1.929], [0.245, 5.181, 1.372], [-0.795, 5.067, 1.477], [5.876, -2.700, -0.573], [4.287, -2.545, -0.811], [5.104, -3.073, -1.005], [-2.558, 2.437, -0.289], [-3.733, 1.441, -0.011], [-3.046, 1.927, 0.430], [2.723, -4.005, -1.188], [3.069, -3.849, -2.545], [2.880, -4.407, -1.985], [-5.553, -1.835, -2.834], [-4.514, -1.878, -3.843], [-5.200, -1.320, -3.509], [-2.167, 1.222, -2.374], [-2.083, 0.319, -2.311], [-3.901, -3.698, -1.572], [-4.590, -3.998, -0.836], [1.219, 5.140, -2.090], [0.985, 3.967, -1.140], [0.572, 4.534, -1.779], [1.551, -1.740, -1.888], [1.085, -1.910, -0.573], [1.430, -2.478, -1.271], [3.104, 3.418, 0.682], [3.482, 3.408, -0.844], [3.258, 3.932, -0.086], [-1.444, 3.564, -2.210], [-1.670, 3.208, -3.552], [-1.550, 2.829, -2.675], [5.511, 2.406, -2.761], [5.641, 2.315, -1.737], [-1.685, -3.081, 0.332], [-1.140, -1.668, 0.252], [-1.171, -2.458, 0.937], [-2.116, 4.923, -0.016], [-3.327, 4.292, -1.077], [-2.339, 4.191, -0.699], [-0.990, 1.716, 1.314], [0.267, 2.785, 1.479], [-0.230, 2.140, 0.890], [1.485, 4.471, 3.184], [2.772, 4.749, 2.499], [1.913, 4.502, 2.293], [-6.332, 1.329, -1.243], [-5.815, -0.144, -1.023], [-5.672, 0.790, -0.743], [3.734, 0.957, 1.273], [4.807, 1.422, 0.221], [4.479, 1.577, 1.174], [3.716, 0.616, -5.381], [3.155, 0.616, -6.199], [1.785, 0.363, 2.467], [1.859, -1.138, 1.929], [2.310, -0.461, 2.363], [-0.380, -3.027, 2.461], [0.244, -3.379, 3.006], [-1.614, -3.795, -2.862], [-1.681, -2.363, -2.526], [-2.215, -3.140, -2.514], [1.739, 0.448, -0.030], [2.801, -0.489, 0.502], [2.704, 0.248, -0.226], [-5.434, -1.258, 0.678], [-4.675, -2.238, 1.584], [-4.610, -1.603, 0.721], [2.777, -5.515, 1.080], [1.559, -6.533, 0.743], [2.095, -6.078, 1.373], [-4.750, -1.613, 3.418], [-4.236, -2.972, 3.393], [-4.907, -2.432, 2.994], [1.580, 2.239, -3.547], [2.614, 1.589, -2.605], [1.995, 1.457, -3.361], [5.740, 1.209, 2.791], [4.972, -0.237, 2.735], [5.871, 0.258, 3.057], [-1.767, -0.974, 4.809], [-3.234, -1.146, 4.969], [-2.563, -0.501, 5.218], [4.351, 3.329, 2.239], [3.747, 1.999, 3.054], [4.056, 2.854, 3.090], [-1.576, -5.584, -0.889], [-2.434, -5.928, 0.314], [-1.506, -6.027, -0.079], [-1.129, 0.142, -0.855], [-0.615, -0.331, -0.204], [-0.713, 1.571, -5.533], [-0.879, 1.094, -4.115], [-0.126, 1.496, -4.677], [2.417, 0.456, -5.597], [-2.869, 0.013, -1.908], [0.644, -4.128, 2.395], [-4.577, -3.169, -0.318], [6.292, 1.436, -1.828], [-0.515, 0.221, 0.608], [-2.823, -0.670, 1.973], [-2.475, -1.437, 1.471], [-3.412, -0.415, 1.323], [1.811, -1.091, -3.923], [1.585, -0.178, -3.650], [0.937, -1.452, -4.185], [-1.864, 1.371, 3.563], [-1.695, 1.140, 4.445], [-2.000, 0.522, 3.190], [-3.140, 4.397, 2.809], [-2.860, 3.665, 2.285], [-3.819, 4.199, 3.544], [0.034, -4.521, -3.179], [0.581, -5.315, -2.815], [0.276, -3.917, -2.410], [3.886, -2.866, 2.094], [3.529, -3.810, 2.358], [3.409, -2.509, 1.269], [0.010, 3.269, 4.412], [-0.864, 3.667, 4.581], [-0.109, 2.941, 3.458]]
}



(c)
{
  "formula": "H80O40",
  "method": "ωB97M-V/def2-TZVPD",
  "e_homo_ev": [-12.67, -12.67],
  "total_charge": 1,
  "multiplicity": 2,
  "lumo_energy_ev": [-3.2972, -9.5008],
  "species": ["H", "H", "O", "H", "H", "O", "H", "H", "O", "H", "H", "O", "H", "H", "O", "H", "O", "H", "O", "H", "H", "O", "H", "H", "O", "H", "H", "O", "H", "H", "O", "H", "O", "H", "H", "O", "H", "H", "O", "H", "H", "O", "H", "H", "O", "H", "H", "O", "H", "H", "O", "H", "O", "H", "H", "O", "H", "O", "H", "H", "O", "H", "H", "O", "H", "H", "O", "H", "H", "O", "H", "H", "O", "H", "H", "O", "H", "H", "O", "H", "H", "O", "H", "H", "O", "H", "H", "O", "H", "O", "H", "H", "O", "H", "H", "H", "H", "H", "H", "O", "H", "H", "O", "H", "H", "O", "H", "H", "O", "H", "H", "O", "H", "H", "O", "H", "H", "O", "H", "H"],
  "xyz": [[4.246, 3.804, 1.808], [5.702, 3.305, 1.776], [4.993, 3.536, 2.357], [-2.596, -0.925, 2.986], [-1.994, -0.883, 4.432], [-2.210, -1.440, 3.675], [3.508, 5.566, -0.612], [2.471, 5.151, 0.565], [3.101, 4.881, -0.084], [-2.344, -4.455, 3.461], [-3.447, -4.849, 2.638], [-3.226, -4.837, 3.581], [-2.162, -2.980, -4.166], [-1.969, -4.458, -4.388], [-1.474, -3.664, -4.139], [-0.483, 3.559, -0.942], [-0.483, 2.637, -0.626], [-0.893, 3.808, 4.893], [-1.863, 3.836, 4.993], [3.837, -1.816, -2.346], [2.352, -2.182, -2.447], [3.150, -2.313, -1.895], [0.005, 2.859, 3.035], [0.898, 4.100, 2.978], [0.005, 3.803, 3.117], [-5.801, -0.216, -1.054], [-6.215, -0.732, 0.376], [-6.457, -0.660, -0.542], [-1.290, -2.143, 6.052], [-1.440, -0.792, 6.613], [-0.758, -1.362, 6.267], [-3.431, 1.070, -2.515], [-2.606, 1.182, -3.042], [2.167, 1.850, -4.118], [3.275, 2.403, -5.177], [2.573, 2.617, -4.569], [0.656, 0.543, -2.875], [1.618, -0.222, -3.570], [1.577, 0.661, -3.156], [5.852, -0.535, -0.843], [5.660, -0.420, 0.507], [5.635, 0.197, -0.254], [-2.959, 3.118, 3.162], [-4.290, 2.468, 3.380], [-3.724, 2.782, 2.665], [-1.656, 0.674, 1.903], [-0.639, 1.395, 1.389], [-0.764, 0.933, 2.245], [-4.486, 2.026, -2.016], [-4.728, 2.325, -0.524], [-4.380, 1.663, -1.126], [2.210, 1.038, 4.410], [2.900, 1.575, 4.008], [0.794, -2.137, 3.063], [-0.589, -2.709, 3.547], [0.347, -2.898, 3.416], [3.254, -0.296, 1.624], [2.714, -1.044, 1.982], [0.851, 5.114, -1.630], [0.743, 4.956, -0.075], [0.362, 5.418, -0.822], [3.172, -3.375, 4.039], [2.210, -3.198, 5.103], [3.150, -3.025, 4.942], [0.918, -2.808, 0.419], [1.121, -4.329, 0.598], [1.057, -3.622, -0.042], [3.608, -2.090, -5.252], [1.961, -1.836, -5.289], [2.847, -1.596, -4.967], [3.871, 0.579, -1.864], [3.720, 0.424, -3.312], [4.158, 0.006, -2.585], [3.759, 1.706, 2.206], [4.474, 1.518, 0.952], [3.560, 1.560, 1.252], [-3.548, -1.407, 0.636], [-4.057, -0.511, 1.911], [-3.443, -0.622, 1.184], [-4.091, 5.043, -1.546], [-5.280, 4.001, -1.226], [-4.444, 4.169, -1.632], [-1.349, -4.748, -0.142], [-0.894, -4.629, 1.177], [-1.444, -5.252, 0.684], [5.058, -3.985, 2.405], [4.374, -3.450, 1.155], [4.462, -3.283, 2.105], [-5.057, -1.898, -3.841], [-4.326, -1.942, -3.221], [0.286, 3.942, -3.620], [1.413, 5.134, -3.682], [0.632, 4.761, -3.276], [2.790, 2.514, 4.164], [0.407, 2.482, -0.294], [2.966, -1.822, 1.437], [-2.029, 3.312, 5.778], [-2.090, 1.130, -2.218], [-4.343, -2.814, -2.867], [2.112, -4.970, -4.336], [1.636, -4.343, -3.781], [3.006, -4.865, -3.985], [0.394, -1.818, -2.480], [0.076, -1.281, -1.747], [-0.133, -2.625, -2.462], [1.672, -0.833, -0.191], [1.683, -0.168, 0.540], [2.605, -0.947, -0.555], [-4.243, 5.118, 0.781], [-4.642, 5.052, 1.650], [-3.361, 4.970, 1.124], [-3.555, -3.534, -0.556], [-3.010, -2.727, -0.544], [-3.384, -4.132, 0.191], [0.230, -1.809, -5.171], [-0.306, -2.592, -5.250], [0.487, -1.796, -4.246], [-2.212, -1.221, -1.111], [-1.946, -0.423, -0.641], [-2.794, -0.975, -1.851]]
}



(d)
{
  "formula": "H80O40",
  "method": "ωB97M-V/def2-TZVPD",
  "e_homo_ev": [-12.76, -12.63],
  "total_charge": 1,
  "multiplicity": 2,
  "lumo_energy_ev": [-3.0426, -10.8490],
  "species": ["H", "H", "O", "H", "H", "O", "H", "H", "O", "H", "H", "O", "H", "H", "O", "H", "O", "H", "O", "H", "H", "O", "H", "H", "O", "H", "H", "O", "H", "H", "O", "H", "O", "H", "H", "O", "H", "H", "O", "H", "H", "O", "H", "H", "O", "H", "H", "O", "H", "H", "O", "H", "O", "H", "H", "O", "H", "O", "H", "H", "O", "H", "H", "O", "H", "H", "O", "H", "H", "O", "H", "H", "O", "H", "H", "O", "H", "H", "O", "H", "H", "O", "H", "H", "O", "H", "H", "O", "H", "O", "H", "H", "O", "H", "H", "H", "H", "H", "H", "O", "H", "H", "O", "H", "H", "O", "H", "H", "O", "H", "H", "O", "H", "H", "O", "H", "H", "O", "H", "H"],
  "xyz": [[-0.237, -0.210, -1.295], [-1.105, 0.698, -0.505], [-0.919, -0.344, -0.596], [-0.720, -1.956, -3.877], [-0.469, -3.299, -4.442], [-1.210, -2.669, -4.432], [1.110, 0.484, 0.628], [1.644, -0.903, 0.896], [1.741, -0.185, 0.309], [-0.772, 6.057, 0.289], [-1.341, 5.807, 1.571], [-0.467, 6.199, 1.307], [-0.709, -0.701, -5.623], [0.649, -0.330, -5.400], [-0.149, -0.524, -4.853], [4.826, -0.920, -1.573], [4.152, -0.566, -1.073], [0.884, 4.003, 3.144], [0.826, 4.349, 4.014], [3.102, -0.814, 4.305], [2.122, -1.272, 3.189], [2.965, -0.950, 3.336], [-2.555, -1.478, 0.360], [-1.742, -2.334, -0.351], [-2.413, -2.480, 0.255], [2.113, 0.641, -4.794], [3.164, 0.502, -6.081], [2.265, 0.426, -5.745], [0.155, 4.326, -0.238], [-0.614, 4.695, -1.593], [-0.740, 4.442, -0.654], [2.707, -5.177, -2.587], [2.398, -4.548, -3.313], [-2.230, 2.561, 3.738], [-1.837, 1.805, 2.505], [-2.035, 1.732, 3.416], [-1.333, 0.078, 5.034], [0.037, 0.224, 5.810], [-0.791, -0.318, 5.685], [3.118, 1.926, -3.490], [3.593, 0.798, -2.859], [3.533, 1.091, -3.663], [4.222, 4.465, -2.828], [3.284, 5.348, -2.174], [3.554, 5.046, -3.008], [-0.406, 0.738, 3.500], [0.784, -0.206, 2.839], [0.556, 0.458, 3.589], [1.975, 3.899, 0.443], [1.911, 5.414, 0.794], [2.406, 4.747, 0.434], [-5.659, -2.363, -0.509], [-5.046, -3.108, -0.256], [0.386, -3.104, 1.830], [-0.079, -1.926, 1.047], [0.535, -2.108, 1.658], [2.455, -4.533, 2.142], [2.738, -5.488, 2.348], [-4.035, 0.069, 3.820], [-5.105, 0.957, 3.485], [-4.919, 0.323, 4.200], [-3.035, 1.321, 1.131], [-4.198, 1.807, 1.573], [-3.434, 2.223, 1.222], [2.280, -3.223, -1.100], [1.612, -3.034, 0.424], [1.880, -3.615, -0.350], [2.112, 2.661, 2.121], [0.905, 1.657, 2.061], [1.084, 2.496, 1.783], [3.818, 0.332, 2.345], [3.417, 0.470, 0.974], [3.878, 0.951, 1.559], [-0.389, -5.461, 0.353], [-1.324, -4.571, 0.988], [-0.556, -5.013, 1.117], [-2.472, -1.830, -3.703], [-2.802, -0.735, -2.794], [-3.204, -1.212, -3.487], [-3.897, -3.311, 1.384], [-4.419, -4.487, 1.250], [-4.030, -4.024, 1.873], [-1.267, 2.570, -2.743], [-0.677, 1.726, -3.775], [-0.339, 1.994, -2.926], [-4.884, -0.488, -1.742], [-4.230, 0.663, -1.164], [-4.918, 0.086, -0.979], [-3.987, 0.821, -5.276], [-4.092, -0.102, -5.553], [-3.469, -2.000, 2.319], [-4.732, -0.851, 1.742], [-3.774, -1.201, 1.855], [-4.180, -2.757, -0.615], [3.350, -0.984, -1.100], [2.433, -6.046, 1.652], [0.337, 5.074, 4.144], [3.192, -4.612, -3.938], [-3.322, -0.611, -5.236], [3.137, 2.264, 4.040], [3.108, 1.384, 3.785], [4.092, 2.336, 4.120], [-1.993, 2.167, -0.236], [-2.769, 2.498, -0.592], [-1.290, 2.787, -0.242], [-0.768, -2.781, 4.868], [-0.918, -2.054, 5.520], [-1.426, -3.442, 5.167], [0.879, 4.939, -2.612], [0.708, 4.331, -3.269], [1.867, 5.058, -2.935], [5.195, -2.768, 0.013], [4.244, -3.134, -0.151], [5.227, -2.114, 0.772], [-1.282, -4.039, -1.970], [-0.828, -3.880, -2.829], [-2.279, -4.517, -2.167], [3.205, 2.004, -1.105], [2.918, 0.967, -1.063], [4.032, 1.813, -0.612]]
}



Most stable structure among those shown: (c). Next: +0.2058 hartree.